The following is a quantum chemistry calculation of the molecule C3H2ClFO2 in a non-equilibrium geometry, from the OMol25 dataset.

Cartesian coordinates (Å):
O (-2.40914, 0.37416, -0.09426)
C (-1.34292, -0.16169, -0.02125)
O (-1.14635, -1.46523, 0.04258)
C (-0.06060, 0.70105, 0.03838)
C (1.24849, 0.34450, -0.03587)
F (2.17297, 1.31245, -0.00571)
Cl (1.96582, -1.19200, -0.04970)
H (-0.19229, -1.66562, 0.07031)
H (-0.23598, 1.75237, 0.05553)

The calculation puts the energy relative to the best compared isomer or geometry (same formula, charge and spin) at 1.09 kcal/mol. As for the electronic energy: -826.0384 Eh. The SMILES is O=C(O)/C=C(/F)Cl. Its charge is 0.

***

The following is a quantum chemistry calculation of the molecule C3H2ClFOS in a non-equilibrium geometry, from the OMol25 dataset.

Cartesian coordinates (Å):
O (2.06234, -0.92390, 1.83640)
C (1.10023, -0.12893, 1.52187)
C (0.26766, -0.39613, 0.28953)
S (0.95955, -1.41044, -0.81779)
C (-1.04239, 0.29111, 0.01782)
F (-1.57445, 0.52208, 1.13950)
Cl (-1.09514, 1.55203, -1.42476)
H (0.66798, 0.84573, 1.98077)
H (-1.68502, -0.56708, -0.59716)

The calculation puts the energy relative to the best compared isomer or geometry (same formula, charge and spin) at 52.21 kcal/mol. As for the electronic energy: -1148.8875 Eh. The SMILES is O=CC(=S)[C@@H](F)Cl. Its charge is 0.

***

The following is a quantum chemistry calculation of the molecule C3H2ClFS2 in a non-equilibrium geometry, from the OMol25 dataset.

Cartesian coordinates (Å):
F (-0.45144, -1.89246, -0.56057)
C (-0.09489, -0.61539, -0.21090)
C (0.79077, -0.71311, 0.78319)
Cl (1.36909, 0.62982, 1.53239)
C (-0.65933, 0.51296, -0.85679)
S (-0.31700, 0.59914, -2.49137)
S (-1.15339, 1.91702, -0.08773)
H (1.51607, -1.69590, 0.91539)
H (-0.99989, 1.25792, 0.97639)

The calculation puts the energy relative to the best compared isomer or geometry (same formula, charge and spin) at 32.18 kcal/mol. As for the electronic energy: -1471.8486 Eh. The SMILES is F/C(=C/Cl)C(=S)S. Its charge is 0.

***

The following is a quantum chemistry calculation of the molecule C3H2ClN3O2 in a non-equilibrium geometry, from the OMol25 dataset.

Cartesian coordinates (Å):
C (1.16355, 0.84307, -0.07887)
C (-1.15089, 0.54708, -0.52915)
C (0.72141, -1.45781, -0.11581)
N (-0.07866, 1.05427, -0.23814)
N (1.59552, -0.47707, 0.03560)
N (-2.37963, 0.47289, 0.08482)
O (-2.90659, 1.56548, 0.23597)
O (-2.85738, -0.61327, 0.31832)
Cl (1.44474, -2.98071, 0.06366)
H (1.86171, 1.65823, -0.01659)
H (2.58620, -0.61216, 0.24019)

The calculation puts the energy relative to the best compared isomer or geometry (same formula, charge and spin) at 161.88 kcal/mol. As for the electronic energy: -890.1918 Eh. Its charge is 0.

***

The following is a quantum chemistry calculation of a 2-piece molecular cluster, C3H2ClNO overall in a non-equilibrium geometry, from the OMol25 dataset.

Cartesian coordinates (Å):
C (-0.70232, -1.28542, 1.57764)
C (0.87996, -0.10702, -1.94484)
C (0.01620, 0.24914, 0.41927)
N (0.59304, 0.51693, -0.93538)
O (1.26750, -0.27627, -3.04898)
Cl (-1.78260, -0.50811, 2.44831)
H (-1.00127, 0.60229, 0.43487)
H (0.72948, 0.80845, 1.04912)

The calculation puts the energy relative to the best compared isomer or geometry (same formula, charge and spin) at 120.16 kcal/mol. As for the electronic energy: -705.4926 Eh. Its charge is 0.

***

The following is a quantum chemistry calculation of the molecule C3H2ClNO2S in a non-equilibrium geometry, from the OMol25 dataset.

Cartesian coordinates (Å):
C (-0.39577, 1.86645, 0.34567)
C (-0.46611, -1.27226, -1.10782)
C (0.55020, 0.83693, 0.54998)
N (-1.11479, 2.71247, 0.10091)
O (-0.09663, -2.32794, -1.44953)
O (0.26222, -1.77291, 1.48835)
S (-0.53341, -0.85048, 0.72383)
Cl (1.83741, 0.70275, -0.68090)
H (-0.97102, -0.51557, -1.60653)
H (0.92790, 0.62055, 1.63603)

The calculation puts the energy relative to the best compared isomer or geometry (same formula, charge and spin) at 26.67 kcal/mol. As for the electronic energy: -1179.0297 Eh. Its charge is 0.

***

The following is a quantum chemistry calculation of C3H2CoO3 as an isolated structure in a non-equilibrium geometry, from the OMol25 dataset.

Cartesian coordinates (Å):
C (-1.88516, -0.83682, 1.38947)
C (-1.57090, 0.36269, 1.02043)
O (-0.63713, 1.04498, 0.66895)
C (1.78868, -0.10891, 0.80953)
O (1.62038, -1.26499, 0.95056)
O (1.79332, 1.02529, 1.12653)
H (-2.91335, -1.18502, 1.46080)
Co (0.63820, 2.71513, 1.13502)
H (-0.84222, -1.48263, 1.39037)

The calculation puts the energy relative to the best compared isomer or geometry (same formula, charge and spin) at 43.79 kcal/mol. As for the electronic energy: -1723.0473 Eh. As for the multiplicity: 6. Its charge is +2. Its expectation value of S² is 8.7584.

***

The following is a quantum chemistry calculation of C3H2CsO3 as an isolated structure in a non-equilibrium geometry, from the OMol25 dataset.

Cartesian coordinates (Å):
C (0.70917, -1.73730, 0.10008)
C (-0.16569, -1.21640, 0.95963)
O (-0.56421, -0.16181, 1.35457)
C (0.55846, 1.65866, -1.00907)
O (1.36909, 0.92889, -1.44330)
O (-0.43161, 2.26363, -0.85228)
Cs (-3.58584, 2.35490, 1.21583)
H (0.34048, -2.41135, -0.67577)
H (1.77015, -1.67923, 0.35031)

The calculation puts the energy relative to the best compared isomer or geometry (same formula, charge and spin) at 20.60 kcal/mol. As for the electronic energy: -361.1397 Eh. Its charge is +1.